Entry 1:
The following is a quantum chemistry calculation of a molecular structure, C3H6CoIO3 in a non-equilibrium geometry, from the Open Molecules 2025 dataset.

XYZ file:
```
14
Properties=species:S:1:pos:R:3:forces:R:3:nbo_charge:R:1
Co 13.16288 -20.05660 17.04015 2.1 -0.9 -0.9 1.5633
I 13.70115 -19.37316 14.40750 -0.3 -0.1 0.8 0.3062
C 16.67985 -20.75145 19.37245 0.4 0.7 1.0 -0.2762
O 17.13429 -21.03023 18.04840 -3.0 -0.2 -2.8 -0.4188
C 16.18745 -21.29000 17.08433 5.9 -1.4 0.7 1.0573
O 14.98254 -21.17538 17.19772 -3.8 1.4 0.0 -0.8326
O 16.83441 -21.84084 16.06215 -0.5 1.3 1.7 -0.4240
C 16.19743 -22.40553 14.92665 -0.2 -0.5 0.0 -0.2479
H 15.67436 -20.34179 19.46876 -0.2 -0.5 -0.4 0.1696
H 17.29662 -19.93294 19.74357 0.3 -0.4 0.0 0.2376
H 16.82891 -21.66949 19.94086 -0.2 0.3 0.2 0.2346
H 17.02297 -22.75564 14.30695 -0.3 0.2 -0.1 0.2625
H 15.58838 -21.65365 14.42483 0.0 0.1 -0.3 0.1498
H 15.58811 -23.25678 15.23029 -0.1 0.1 -0.1 0.2187
```
Positions in Å, forces in eV/Å.

Computed properties:
- multiplicity = 5
- energy above the lowest of the compared OMol25 structures with the same formula, charge and spin (kcal per mole) = 0.0
- expectation value of S² = 6.009
- calculated total energy (Ha) = -2023.2945
- charge = +2

---

Entry 2:
The following is a quantum chemistry calculation of a molecular structure, C26H50BCl8Cs2F2N2O4 in a non-equilibrium geometry, from the Open Molecules 2025 dataset.

XYZ file:
```
95
Properties=species:S:1:pos:R:3:forces:R:3:lowdin_charge:R:1
C 3.70227 -3.36138 -0.57454 0.0 -0.1 0.3 -0.1415
C 4.24749 -1.85259 -1.04377 -0.8 -1.2 0.2 -0.2411
C 4.39022 -0.90313 0.28789 1.0 1.2 -0.9 -0.2003
C 3.40090 0.44513 0.24672 0.5 -1.8 0.7 -0.2940
C 1.82664 0.05506 0.01002 0.0 -0.1 0.2 -0.1372
C 0.86884 1.30199 -0.47814 -1.8 0.2 0.3 -0.3035
B 1.34705 2.16040 -1.83781 0.7 0.8 -1.7 -0.3345
C 1.30349 1.52089 -3.37778 0.9 -0.3 0.3 -0.0396
O 1.89361 3.56088 -1.75868 0.5 -4.0 1.5 0.0033
N 0.63586 2.47062 0.50095 -2.6 -0.2 1.2 -0.1507
C -0.69470 3.14715 0.10799 -2.3 5.1 -0.3 -0.1906
O -1.14506 4.36309 0.51257 3.5 -8.1 -2.1 -0.0438
C -1.53728 2.15675 -0.94413 0.3 0.9 1.7 -0.0184
C -0.71237 0.77633 -0.62962 0.1 -1.4 -3.3 -0.2174
C -1.26943 -0.29723 0.47369 0.6 1.3 1.2 -0.1429
C -2.84854 -0.13673 0.87853 -0.4 -1.6 0.6 -0.1358
C -3.88729 -0.95892 -0.13219 -0.4 0.1 -0.1 -0.3524
C -3.46920 -2.54701 -0.31993 -0.3 0.2 0.8 -0.1086
C -4.10263 -0.23697 -1.58720 0.4 -1.9 1.3 -0.1314
H 4.38702 -4.19051 -1.06152 -1.7 1.6 0.9 0.0761
H 3.76899 -3.49831 0.60546 0.0 0.4 -2.6 0.0800
H 2.55867 -3.52410 -0.84036 2.6 0.2 0.4 0.0221
H 5.25503 -2.01790 -1.62067 -1.8 0.6 1.4 0.1025
H 3.47883 -1.43208 -1.85351 1.7 -0.7 1.9 0.0826
H 5.50152 -0.46764 0.26119 -2.3 -0.9 0.3 0.1120
H 4.30378 -1.48828 1.29812 -0.1 1.0 -2.1 0.1090
H 3.87188 1.14607 -0.56246 -1.1 -1.0 1.6 0.1238
H 3.46882 0.88897 1.35282 1.0 -2.4 -4.3 -0.1689
H 1.67402 -0.80369 -0.80517 0.5 2.2 1.8 0.0578
H 1.45717 -0.44179 1.03111 0.5 1.2 -2.2 0.1349
H 0.72405 2.18845 -4.14507 1.0 -1.4 1.4 0.0881
H 0.97371 0.38694 -3.37431 0.4 2.4 -0.2 0.0512
H 2.43841 1.51280 -3.74804 -2.5 0.1 0.8 0.0467
H 2.56739 3.49028 -0.99707 -1.7 0.7 -1.3 0.0961
H 0.30034 2.01519 1.40283 0.2 0.5 -1.0 0.0468
H -2.64045 2.29019 -0.57717 2.1 -0.8 -0.5 0.1209
H -1.62909 2.53262 -2.07356 0.9 -0.9 2.5 0.1600
H -0.67552 0.10923 -1.61428 -0.3 1.6 1.7 0.1110
H -0.96419 -1.36924 0.10355 -0.8 2.1 0.8 0.1056
H -0.64929 -0.10014 1.47460 -1.4 -0.5 -1.9 0.1130
H -2.97371 -0.67911 1.93521 0.3 1.3 -2.2 0.1333
H -3.19402 0.98089 1.07348 0.8 -2.4 -0.6 0.1247
H -4.93340 -0.95356 0.44164 2.3 0.0 -1.2 0.1460
H -4.26915 -3.12613 -0.95597 1.5 1.3 1.2 0.0818
H -2.43110 -2.71273 -0.83772 -1.9 0.4 1.0 0.0394
H -3.44803 -3.03968 0.75135 0.1 0.9 -2.2 0.0663
H -3.09479 -0.37631 -2.19237 -1.9 0.5 0.9 0.0670
H -4.46421 0.87325 -1.50998 1.2 -2.6 -0.1 0.0047
H -4.95796 -0.84852 -2.14750 1.8 1.2 1.0 0.0831
C 4.74330 3.81948 -7.36016 0.0 0.1 -0.1 -0.1170
C 5.25884 3.72768 -5.92744 -0.2 0.3 -0.2 -0.2760
C 5.66061 2.30600 -5.52959 -1.0 -0.4 0.0 -0.1925
C 4.45589 1.38467 -5.63099 -6.5 -5.4 -0.5 -0.1516
N 3.45660 0.62037 -5.71506 8.0 6.1 0.5 0.1202
H 3.83430 3.22632 -7.50146 0.1 0.0 0.0 0.0703
H 4.49596 4.85631 -7.60923 0.1 -0.1 0.0 0.0730
H 5.49889 3.46843 -8.07224 -0.1 0.0 0.1 0.0760
H 4.48292 4.09919 -5.24690 0.2 -0.1 0.0 0.1131
H 6.12587 4.38849 -5.81865 0.0 -0.2 0.1 0.1085
H 6.03554 2.29573 -4.50073 -0.2 -0.2 -0.1 0.1100
H 6.45568 1.93334 -6.18446 -0.2 -0.1 0.1 0.1145
Cs 2.64204 2.35640 2.47635 -0.5 2.3 2.6 0.9074
C -1.42912 -4.87080 5.14595 0.4 -0.1 0.2 -0.0479
C -0.97046 -4.08455 3.94703 1.0 0.4 -0.2 -0.4837
O 0.21070 -3.77431 3.80050 -1.0 -0.3 0.1 -0.0127
C -2.01292 -3.69227 2.93434 0.4 0.2 -0.2 -0.0283
H -0.56980 -5.08346 5.79077 -0.4 -0.1 -0.3 0.0119
H -2.15821 -4.28877 5.71524 -0.1 -0.1 -0.1 0.1032
H -1.86713 -5.81867 4.82313 -0.2 0.1 0.0 0.0834
H -2.76800 -3.05782 3.40507 -0.1 -0.1 0.1 0.1056
H -2.47692 -4.58764 2.51308 -0.1 0.0 0.1 0.0843
H -1.53779 -3.12929 2.12388 -0.1 -0.1 0.2 0.0636
C -3.81528 5.07383 2.22754 0.3 -0.3 0.3 -1.0209
Cl -4.96813 3.83758 2.74495 0.3 0.2 0.0 0.5735
Cl -4.58412 6.25295 1.15817 0.0 0.4 -0.2 0.4673
H -3.42934 5.59153 3.10905 -0.2 -0.1 -0.2 0.0307
H -2.99296 4.59198 1.69312 -0.3 0.2 0.0 -0.0160
C -5.17353 1.16531 4.77398 -0.4 0.5 0.2 -0.4742
O -5.35993 -0.10971 4.46734 -0.3 0.1 -0.5 -0.2696
H -5.30654 1.90432 3.96570 -0.2 -0.1 -0.8 -0.0635
H -5.82238 1.59758 5.55464 -0.5 -0.2 0.6 0.0404
H -4.17828 1.45384 5.15282 0.7 -0.5 0.1 0.0454
C -0.68767 -2.42762 -3.24865 -0.3 0.3 -0.3 -1.0015
Cl -1.38222 -4.05151 -3.32407 0.0 0.1 -0.1 0.5265
Cl 0.88637 -2.44565 -2.44424 -0.1 0.0 -0.2 0.5930
H -0.56343 -2.04631 -4.26510 0.1 -0.2 0.3 0.0372
H -1.36496 -1.77662 -2.69056 0.1 -0.2 0.0 -0.0118
F -5.12238 1.82977 -2.41522 0.6 1.4 -0.6 -0.9795
Cs -7.22238 2.50818 -2.97772 -1.6 0.5 -0.3 1.0932
F -3.22238 -0.28396 5.87622 0.8 -0.2 0.3 -0.7393
C 1.27760 -3.55397 8.38288 -0.3 0.3 -0.3 -1.9970
Cl 0.01674 -2.47217 9.02661 0.4 -0.4 -0.2 0.5316
Cl 2.88079 -2.96680 8.89246 -0.2 -0.1 0.0 0.4834
Cl 1.02226 -5.20234 9.00904 0.1 0.2 -0.1 0.4921
Cl 1.19071 -3.57452 6.60342 0.3 0.2 0.7 0.5863
```
Positions in Å, forces in eV/Å.

Computed properties:
- multiplicity = 1
- calculated total energy (Ha) = -5376.9808
- charge = -1

---

Entry 3:
The following is a quantum chemistry calculation of 2 unconnected molecules or ions with the total composition C6H10O, from the Open Molecules 2025 dataset.

XYZ file:
```
17
Properties=species:S:1:pos:R:3:forces:R:3:nbo_charge:R:1
C -0.58731 0.14207 0.89537 -0.1 0.0 0.0 -0.3863
C -0.59550 -2.56193 -1.30356 0.3 0.3 -0.2 0.2738
O 0.18986 -1.76457 -1.75018 -0.4 -0.4 0.2 -0.4954
C 0.94404 -0.03875 0.94793 0.0 0.0 0.0 -0.4485
C 1.44538 1.27943 0.40382 -0.1 0.1 -0.1 -0.1872
C 0.48179 1.95364 -0.21959 0.1 0.0 0.1 -0.1916
C -0.82890 1.20103 -0.19980 -0.1 0.0 0.0 -0.4434
H -0.93816 0.53337 1.85737 0.1 0.0 -0.1 0.2024
H -1.12571 -0.79435 0.71018 0.1 0.2 0.0 0.1931
H -0.38072 -3.15382 -0.39200 0.0 0.1 -0.1 0.1107
H -1.57779 -2.74690 -1.77987 0.1 0.0 0.0 0.1117
H 1.30832 -0.26033 1.95789 -0.1 0.1 -0.1 0.2059
H 1.27014 -0.85684 0.29087 0.0 0.1 0.1 0.2205
H 2.48342 1.59292 0.47632 -0.2 0.0 0.0 0.2079
H 0.60984 2.90433 -0.73027 0.0 -0.2 0.1 0.2078
H -1.00427 0.73177 -1.17885 0.0 0.1 0.1 0.2117
H -1.69444 1.83893 0.01437 0.1 -0.1 0.0 0.2070
```
Positions in Å, forces in eV/Å.

Computed properties:
- SMILES = C1=CCCC1.C=O
- multiplicity = 1
- energy above the lowest of the compared OMol25 structures with the same formula, charge and spin (kcal per mole) = 24.9
- calculated total energy (Ha) = -309.8027
- charge = 0

---

Entry 4:
The following is a quantum chemistry calculation of a molecular structure, C45H56N7O7PRuS in a non-equilibrium geometry, from the Open Molecules 2025 dataset.

XYZ file:
```
118
Properties=species:S:1:pos:R:3:forces:R:3:lowdin_spin:R:1
Ru 1.10509 0.05337 -0.28089 0.5 -0.5 0.0 3.6951
N 1.14861 -3.38514 -1.44653 -0.1 0.1 0.2 -0.0012
C 1.69636 -2.68501 -2.42070 0.3 0.0 -0.6 0.0058
N 2.08864 -3.32907 -3.52207 0.0 -0.4 -0.1 0.0040
C 2.59289 -2.58386 -4.49601 -0.3 0.2 0.6 0.0004
N 3.02923 -3.17728 -5.60673 0.1 -0.1 -0.2 0.0000
N 2.69901 -1.24260 -4.43810 0.1 0.6 -0.2 0.0038
C 2.32886 -0.69163 -3.29992 -0.1 -1.2 -0.1 0.0046
N 1.84580 -1.34785 -2.24963 -0.2 0.4 0.5 0.0761
C 2.48818 0.75830 -3.17084 0.1 0.7 -0.2 0.0075
C 2.67260 1.53119 -4.31208 0.0 -0.1 0.1 0.0006
C 2.82952 2.89767 -4.17572 0.0 -0.1 0.3 0.0032
C 2.85267 3.43115 -2.89359 0.1 -0.1 -0.1 0.0008
C 2.70202 2.57447 -1.81378 0.1 0.3 0.1 0.0092
N 2.47785 1.27169 -1.93641 -0.4 -0.2 -0.2 0.0615
H 1.07524 -4.38167 -1.57068 0.0 0.1 0.0 -0.0001
H 0.92396 -2.90444 -0.55631 0.1 -0.4 -0.1 -0.0004
H 2.98951 -4.17709 -5.69277 0.0 0.0 0.0 0.0000
H 3.43113 -2.60867 -6.32824 0.0 0.0 -0.1 0.0000
H 2.69191 1.02841 -5.26585 0.0 0.0 -0.1 0.0003
H 2.95737 3.52755 -5.04130 0.0 0.1 -0.1 0.0002
H 3.00526 4.48891 -2.73426 0.0 0.0 0.1 0.0002
H 2.77968 2.94350 -0.80420 -0.1 0.0 -0.1 0.0006
C 3.99039 -1.67869 0.18271 0.2 -0.4 0.0 0.0016
O 3.59517 -0.32316 0.30942 -0.6 0.1 -0.1 0.0396
C 3.80925 0.22144 1.59745 -0.2 0.2 0.6 0.0015
C 2.61674 0.05557 2.54231 0.7 -0.4 -0.1 0.0023
O 1.56195 0.86131 2.04930 0.3 -0.3 -0.7 0.0511
C 0.59574 1.16478 3.04166 -0.6 0.1 0.5 0.0035
H 5.02288 -1.80166 0.52752 -0.1 0.0 0.0 0.0008
H 3.93539 -1.91961 -0.87755 0.0 0.0 0.1 0.0000
H 3.33450 -2.34897 0.74331 0.0 0.0 0.0 -0.0001
H 3.98126 1.29272 1.43638 0.1 -0.1 0.1 0.0001
H 4.70144 -0.22827 2.05046 -0.1 0.1 -0.1 0.0007
H 2.90509 0.39835 3.54483 0.0 0.0 -0.1 0.0010
H 2.28897 -0.99142 2.60781 0.1 0.2 0.1 0.0002
H 0.18357 0.24723 3.46907 0.1 0.2 -0.1 0.0001
H -0.19091 1.74032 2.55736 0.1 0.0 0.0 0.0002
H 1.06019 1.76114 3.83917 0.0 0.0 -0.2 0.0013
C -2.84585 -2.92717 3.37204 0.1 0.0 -0.2 0.0000
C -2.78184 -2.21380 2.02503 -1.0 0.1 0.4 0.0001
C -3.95656 -2.65115 1.14057 0.4 0.1 0.2 0.0000
C -2.79189 -0.69488 2.20214 0.1 -0.3 0.0 0.0000
O -1.59431 -2.60207 1.33161 1.1 0.0 -0.1 -0.0001
P -0.12791 -2.49532 2.00673 0.3 -0.2 -0.1 0.0072
O -0.06794 -1.68536 3.23574 -0.1 0.0 -0.1 0.0005
O 0.78028 -2.03219 0.85075 -0.1 0.3 -0.2 0.0794
O 0.26387 -3.98269 2.44668 -0.3 0.6 0.1 0.0050
C 0.42740 -5.21067 1.74426 0.2 -0.8 -0.2 0.0001
C 0.18939 -6.31872 2.77729 0.0 0.4 -0.2 0.0002
C -0.57401 -5.35433 0.59902 0.1 0.1 0.3 0.0001
C 1.87452 -5.29317 1.24487 -0.3 0.2 0.2 0.0001
H -3.69952 -2.58039 3.94598 -0.1 0.0 0.1 0.0000
H -1.93397 -2.72586 3.92577 -0.1 0.0 0.2 0.0000
H -2.92437 -4.00214 3.22377 -0.1 -0.1 0.0 0.0000
H -4.89270 -2.41926 1.64155 -0.1 0.0 0.0 0.0000
H -3.91222 -3.72235 0.95964 0.0 -0.1 0.0 0.0000
H -3.93272 -2.14016 0.18069 0.0 0.1 -0.1 0.0000
H -3.78027 -0.36076 2.50629 -0.1 0.1 0.0 0.0000
H -2.51609 -0.20682 1.26652 -0.1 0.0 -0.1 -0.0001
H -2.06578 -0.41922 2.95903 0.0 0.1 0.1 0.0000
H -0.84043 -6.30149 3.12244 -0.1 0.0 0.0 0.0000
H 0.84011 -6.17365 3.63478 0.1 0.0 0.1 0.0000
H 0.39374 -7.29126 2.33740 0.0 -0.1 -0.1 0.0000
H -1.57286 -5.52310 0.99510 -0.1 0.1 0.0 0.0000
H -0.30292 -6.20323 -0.02516 0.0 -0.1 -0.1 0.0000
H -0.59765 -4.44920 0.00316 -0.1 0.0 -0.2 0.0001
H 2.54949 -5.27931 2.09834 0.1 0.0 0.0 0.0000
H 2.10654 -4.44157 0.61202 0.1 0.0 -0.1 0.0001
H 2.03042 -6.21288 0.68663 0.0 -0.1 -0.1 0.0000
N -0.65254 0.05669 -1.28443 0.5 0.0 0.4 0.6292
C -1.82325 0.03697 -1.71404 -0.8 0.0 -0.4 0.1308
C -2.45012 -1.17288 -2.29017 0.1 -0.4 -0.1 0.0377
C -3.39278 -1.06902 -3.31229 0.1 0.1 0.1 0.0062
C -3.95242 -2.21194 -3.85001 -0.1 0.0 -0.1 0.0022
C -3.58084 -3.46100 -3.37791 0.1 0.1 0.0 0.0025
C -2.62665 -3.56699 -2.37751 0.0 -0.1 0.0 0.0006
C -2.05651 -2.43067 -1.83752 0.0 0.2 0.0 0.0065
C -2.64462 1.27616 -1.68321 0.2 0.3 0.2 0.0412
C -2.05548 2.49138 -2.01695 -0.1 -0.2 -0.1 0.0062
C -2.80257 3.65231 -1.95881 -0.1 0.1 -0.1 0.0006
C -4.12599 3.60951 -1.54487 0.0 0.0 0.0 0.0024
C -4.70216 2.40242 -1.18441 -0.1 0.0 0.0 0.0025
C -3.96901 1.23293 -1.25947 0.1 -0.1 0.0 0.0069
H -3.67560 -0.09782 -3.69145 -0.1 0.1 0.0 0.0001
H -4.68780 -2.12713 -4.63531 -0.1 0.0 -0.1 0.0003
H -4.03473 -4.34846 -3.78989 0.0 -0.1 -0.1 0.0001
H -2.33799 -4.54079 -2.01497 0.1 -0.1 0.1 0.0001
H -1.33950 -2.48810 -1.03420 0.0 -0.1 0.0 0.0015
H -1.02278 2.50233 -2.33908 0.0 0.0 0.0 0.0007
H -2.35914 4.59508 -2.24335 0.1 0.1 0.0 0.0001
H -4.71059 4.51511 -1.50278 -0.1 0.1 0.0 0.0001
H -5.72959 2.37143 -0.85721 -0.1 0.0 0.1 0.0003
H -4.41208 0.28665 -0.98429 -0.1 -0.1 0.0 0.0002
O 0.47414 2.45839 0.20424 0.2 -0.6 -0.1 0.0411
S 0.10740 3.87966 -0.02478 0.2 1.3 1.2 0.0063
C 1.58816 4.85534 0.38731 -0.2 -0.2 -0.3 0.0000
C 2.62139 4.28358 1.11046 -0.1 -0.1 0.0 0.0000
C 3.74760 5.03691 1.39651 -0.1 0.0 0.0 0.0000
C 3.82994 6.34933 0.95880 0.1 0.0 0.0 0.0000
C 2.79190 6.91290 0.23385 0.0 0.0 0.0 0.0001
C 1.66350 6.16402 -0.05679 -0.1 -0.1 0.0 0.0002
C -0.81020 4.39999 1.46794 0.0 -0.1 -0.6 0.0021
C -0.24571 4.38782 2.73382 0.1 0.0 0.0 0.0007
C -1.02678 4.71576 3.82884 0.2 -0.1 0.0 0.0000
C -2.35847 5.05618 3.65871 -0.1 0.0 -0.1 0.0006
C -2.90731 5.09314 2.38658 0.0 0.0 0.1 0.0000
C -2.13193 4.76946 1.28690 0.1 -0.1 -0.1 0.0008
H 2.52592 3.25429 1.43203 0.0 -0.1 0.0 0.0000
H 4.55775 4.60125 1.96045 0.1 0.0 0.1 0.0000
H 4.70793 6.93406 1.18531 0.1 0.1 0.0 0.0000
H 2.86602 7.93419 -0.10647 0.0 0.1 0.0 0.0000
H 0.84644 6.58997 -0.61937 -0.1 0.1 -0.1 0.0000
H 0.79283 4.12602 2.87084 0.0 0.0 0.0 0.0000
H -0.58954 4.70786 4.81678 0.0 0.0 0.1 0.0000
H -2.96797 5.29017 4.51749 -0.1 0.1 0.1 0.0000
H -3.94077 5.36389 2.24905 -0.2 0.1 0.0 0.0000
H -2.54444 4.79289 0.29037 -0.1 0.0 0.0 0.0001
```
Positions in Å, forces in eV/Å.

Computed properties:
- multiplicity = 6
- expectation value of S² = 8.761
- calculated total energy (Ha) = -3492.6957
- charge = +1